1.
109
Properties=species:S:1:pos:R:3 method="wB97M-V/def2-TZVPD" spin_multiplicity=2 e_lumo_ev="2.07 / 2.06" s2=0.751 charge=-1 gap_ev="3.0 / 9.9"
Li 22.258 -9.025 3.482
N 21.928 -7.475 4.357
S 22.588 -6.177 4.030
O 23.583 -5.668 4.966
O 21.890 -5.132 3.248
F 23.431 -6.786 2.880
S 20.818 -6.847 5.377
O 19.889 -5.916 4.727
O 21.334 -6.546 6.695
F 19.943 -8.199 5.569
C 26.522 -4.379 -1.744
O 27.036 -3.503 -0.715
C 26.369 -3.087 0.390
O 26.513 -2.023 0.860
O 25.427 -4.033 0.821
C 24.745 -3.739 1.950
H 26.733 -5.428 -1.535
H 26.962 -4.251 -2.733
H 25.457 -4.167 -1.840
H 24.470 -4.673 2.439
H 23.949 -3.027 1.730
H 25.421 -3.327 2.699
C 18.671 -7.774 1.732
O 19.122 -8.806 0.835
C 20.407 -9.009 0.734
O 21.346 -8.879 1.596
O 20.810 -9.503 -0.437
C 19.980 -10.300 -1.274
H 19.243 -7.771 2.659
H 17.603 -7.605 1.875
H 18.986 -6.807 1.339
H 18.952 -9.989 -1.455
H 19.874 -11.304 -0.863
H 20.473 -10.484 -2.229
C 28.374 -7.142 0.192
O 27.408 -6.783 1.084
C 27.603 -6.521 2.404
O 28.603 -7.003 3.041
O 26.655 -5.771 2.884
C 26.730 -5.346 4.245
H 29.404 -7.240 0.536
H 28.375 -6.501 -0.690
H 28.114 -8.159 -0.099
H 27.690 -4.873 4.452
H 26.672 -6.200 4.920
H 25.917 -4.698 4.570
C 24.495 0.720 0.086
O 23.285 -0.025 0.124
C 22.941 -0.828 1.103
O 23.324 -0.765 2.282
O 21.935 -1.682 0.692
C 21.264 -2.520 1.546
H 24.943 0.429 -0.864
H 25.307 0.562 0.797
H 24.345 1.799 0.073
H 20.854 -1.928 2.365
H 21.941 -3.296 1.903
H 20.417 -3.054 1.114
C 22.757 -2.299 5.370
O 21.344 -2.476 5.011
C 20.415 -2.686 6.079
O 20.720 -2.749 7.263
O 19.109 -2.600 5.743
C 18.704 -2.433 4.438
H 23.119 -2.396 6.393
H 22.931 -1.307 4.956
H 23.372 -2.944 4.742
H 19.429 -2.990 3.845
H 18.793 -1.378 4.179
H 17.702 -2.765 4.166
C 17.941 -11.647 6.169
C 18.246 -10.637 5.045
O 17.539 -9.419 5.173
P 15.930 -9.168 4.952
O 15.286 -10.316 4.249
O 15.486 -8.914 6.410
C 14.410 -9.653 6.996
C 14.743 -9.697 8.453
O 15.859 -7.786 4.112
C 16.467 -6.624 4.678
C 15.267 -5.814 5.172
H 18.698 -12.430 6.120
H 17.943 -11.131 7.130
H 16.895 -11.932 6.057
H 19.322 -10.526 4.910
H 17.979 -11.212 4.158
H 13.459 -9.154 6.806
H 14.153 -10.670 6.702
H 15.127 -8.775 8.890
H 13.802 -10.035 8.887
H 15.575 -10.379 8.633
H 17.397 -6.677 5.245
H 16.786 -6.091 3.782
H 15.281 -5.961 6.251
H 15.371 -4.754 4.935
H 14.308 -6.174 4.801
C 20.405 -6.421 9.530
C 19.297 -5.828 8.665
C 18.355 -6.917 8.145
O 17.108 -6.374 8.527
C 17.116 -5.339 9.188
O 16.214 -4.653 9.601
O 18.434 -5.027 9.433
H 20.110 -7.039 10.379
H 21.030 -5.570 9.800
H 21.028 -7.055 8.900
H 19.604 -5.195 7.831
H 18.589 -7.794 8.749
H 18.475 -7.110 7.079

***

2.
89
Properties=species:S:1:pos:R:3 method="wB97M-V/def2-TZVPD" spin_multiplicity=3 e_lumo_ev="0.19 / 0.18" s2=2.033 charge=0 gap_ev="7.7 / 7.5"
V 0.166 0.314 0.431
N -0.692 2.382 -1.284
C -1.525 3.218 -0.431
C -1.987 2.503 0.834
O -2.965 2.959 1.417
N -1.287 1.408 1.216
C -1.950 0.623 2.268
C -1.834 -0.853 1.915
O -2.623 -1.690 2.284
O -0.762 -1.118 1.183
H -0.373 2.894 -2.098
H -1.192 1.568 -1.631
H -2.432 3.607 -0.900
H -0.942 4.087 -0.112
H -2.997 0.907 2.364
H -1.487 0.773 3.248
C 3.846 0.214 -3.150
N 3.297 1.359 -2.436
C 4.298 2.384 -2.139
C 3.625 3.253 -1.094
N 2.545 2.408 -0.629
C 1.630 3.017 0.304
C 2.358 1.320 -1.422
N 1.429 0.425 -1.208
C 1.128 -0.563 -2.252
C 0.008 -1.516 -1.860
N -1.289 -0.874 -1.833
C -2.408 -1.499 -1.983
N -3.611 -0.814 -1.893
C -3.753 0.359 -1.059
C -4.729 -1.733 -1.877
C -4.145 -2.948 -2.562
N -2.726 -2.832 -2.253
C -1.896 -3.835 -2.891
H 4.690 0.581 -3.732
H 3.136 -0.214 -3.847
H 4.213 -0.561 -2.471
H 4.562 2.931 -3.044
H 5.205 1.915 -1.742
H 3.226 4.183 -1.512
H 4.295 3.507 -0.270
H 2.132 3.203 1.253
H 0.759 2.404 0.501
H 1.261 3.965 -0.099
H 1.990 -1.200 -2.441
H 0.858 -0.061 -3.189
H 0.239 -1.939 -0.869
H 0.093 -2.339 -2.557
H -2.793 0.849 -0.961
H -4.098 0.086 -0.056
H -4.468 1.053 -1.502
H -5.585 -1.319 -2.410
H -5.032 -1.957 -0.847
H -4.313 -2.919 -3.646
H -4.543 -3.884 -2.173
H -2.528 -4.702 -3.079
H -1.089 -4.168 -2.246
H -1.490 -3.504 -3.853
C 3.791 0.778 1.673
Si 2.159 -0.175 2.017
C 2.741 -2.027 1.807
C 1.597 -3.041 1.925
C 3.819 -2.430 2.820
C 3.346 -2.169 0.402
C 1.800 0.285 3.866
C 1.207 1.704 3.867
C 3.047 0.336 4.758
C 0.805 -0.693 4.499
H 4.596 0.378 2.293
H 3.703 1.840 1.913
H 4.112 0.698 0.632
H 1.185 -3.071 2.935
H 1.972 -4.046 1.694
H 0.768 -2.822 1.255
H 3.418 -2.478 3.833
H 4.674 -1.751 2.824
H 4.195 -3.431 2.575
H 2.617 -1.928 -0.377
H 3.673 -3.203 0.241
H 4.215 -1.522 0.262
H 1.967 2.443 3.594
H 0.852 1.965 4.871
H 0.371 1.822 3.175
H 3.790 1.042 4.381
H 3.528 -0.635 4.864
H 2.762 0.671 5.763
H -0.064 -0.891 3.871
H 0.443 -0.302 5.458
H 1.280 -1.656 4.700

***

3.
88
Properties=species:S:1:pos:R:3 method="wB97M-V/def2-TZVPD" e_lumo_ev=-5.91 charge=+2 de_lowest_kj_mol=124.0 gap_ev=6.8
Sn -0.299 0.305 -0.624
C 1.774 -0.892 2.350
O 1.256 -0.952 1.048
Si 1.710 -2.214 -0.046
C 0.884 -3.791 0.654
C 3.575 -2.472 0.221
C 1.032 -1.387 -1.653
Si 2.573 -0.720 -2.654
C 3.727 -2.088 -3.320
C 2.284 0.374 -4.202
C 3.477 0.482 -1.461
Si 0.019 -2.717 -2.640
C -1.627 -2.971 -1.674
C -0.525 -2.205 -4.399
C 0.946 -4.378 -2.770
H 2.849 -1.060 2.354
H 1.306 -1.654 2.981
H 1.584 0.101 2.760
H 0.806 -3.728 1.737
H 1.487 -4.663 0.430
H -0.103 -3.988 0.257
H 3.764 -3.020 1.141
H 4.100 -1.526 0.278
H 4.032 -3.039 -0.581
H 3.663 -3.022 -2.781
H 4.761 -1.760 -3.278
H 3.511 -2.303 -4.361
H 1.701 -0.098 -4.984
H 3.261 0.571 -4.634
H 1.838 1.339 -3.977
H 2.917 0.609 -0.536
H 3.599 1.463 -1.910
H 4.471 0.133 -1.208
H -2.465 -2.527 -2.201
H -1.582 -2.515 -0.682
H -1.857 -4.023 -1.546
H -1.386 -1.544 -4.389
H -0.814 -3.092 -4.953
H 0.271 -1.728 -4.957
H 1.782 -4.448 -2.085
H 1.328 -4.539 -3.772
H 0.276 -5.203 -2.549
N -1.968 0.099 5.431
C -1.665 1.436 4.846
C -2.233 1.479 3.416
N -1.729 0.412 2.585
C -1.947 -0.882 3.182
C -1.374 -0.988 4.606
H -2.989 -0.027 5.445
H -1.627 0.040 6.397
H -0.581 1.565 4.829
H -2.110 2.218 5.464
H -1.972 2.427 2.947
H -3.324 1.400 3.461
H -0.744 0.559 2.374
H -1.498 -1.650 2.551
H -3.026 -1.066 3.226
H -0.290 -0.858 4.600
H -1.615 -1.959 5.042
Cl -4.270 4.037 -3.355
C -2.993 2.904 -3.555
C -2.376 2.764 -4.794
C -1.381 1.811 -4.921
C -1.005 1.084 -3.804
N -1.578 1.245 -2.617
C -2.572 2.115 -2.496
H -2.676 3.388 -5.621
H -0.903 1.632 -5.871
H -0.226 0.338 -3.837
H -3.040 2.176 -1.527
N -1.302 2.813 0.535
C -2.056 3.679 0.357
N -2.912 4.619 0.176
C -2.528 5.999 -0.074
C -3.023 6.904 1.069
C -4.125 6.205 1.871
C -5.079 5.497 0.912
C -4.346 4.350 0.204
H -2.987 6.297 -1.021
H -1.444 6.055 -0.187
H -3.417 7.826 0.644
H -2.199 7.177 1.727
H -4.663 6.941 2.467
H -3.685 5.477 2.557
H -5.439 6.226 0.187
H -5.946 5.105 1.442
H -4.718 4.245 -0.820
H -4.510 3.404 0.724

***

4.
92
Properties=species:S:1:pos:R:3 method="wB97M-V/def2-TZVPD" smiles="CCCN[C@]1(OC#N)COC(=O)O1.COCCOCCOC.COCCOCCOC.COCCOCCOC" e_lumo_ev=0.49 charge=0 gap_ev=9.4
C -2.260 -0.937 6.148
C -1.911 -1.949 5.057
C -2.786 -1.868 3.800
N -2.935 -0.546 3.185
C -1.873 -0.100 2.388
O -2.196 1.298 2.031
C -1.825 2.160 2.926
N -1.658 2.898 3.797
C -1.697 -0.819 1.061
O -0.284 -0.824 0.868
C 0.289 -0.721 2.087
O 1.369 -1.099 2.383
O -0.582 -0.128 2.959
H -3.109 -1.272 6.743
H -2.439 0.072 5.776
H -1.420 -0.862 6.839
H -2.072 -2.948 5.471
H -0.849 -1.901 4.822
H -2.420 -2.586 3.067
H -3.790 -2.192 4.077
H -3.208 0.157 3.863
H -2.112 -0.184 0.280
H -2.187 -1.784 0.954
C -3.758 -2.012 -3.754
O -3.523 -1.063 -2.734
C -3.449 0.290 -3.137
C -4.608 1.203 -2.744
O -5.935 0.848 -3.078
C -6.518 -0.320 -2.536
C -6.711 -0.430 -1.030
O -5.550 -0.356 -0.235
C -5.348 0.820 0.519
H -2.884 -2.660 -3.861
H -4.598 -2.652 -3.474
H -3.976 -1.540 -4.714
H -3.255 0.363 -4.212
H -2.572 0.712 -2.633
H -4.425 2.142 -3.273
H -4.550 1.462 -1.684
H -6.015 -1.210 -2.921
H -7.524 -0.353 -2.964
H -7.120 -1.436 -0.877
H -7.472 0.277 -0.681
H -6.109 1.581 0.332
H -4.364 1.233 0.281
H -5.341 0.571 1.584
C 8.356 0.718 2.928
O 7.041 0.253 2.708
C 6.395 -0.351 3.806
C 5.260 0.427 4.461
O 5.493 1.746 4.908
C 5.823 2.755 3.977
C 4.813 3.142 2.906
O 4.400 2.129 2.017
C 3.090 1.626 2.190
H 9.056 0.137 2.321
H 8.437 1.758 2.602
H 8.648 0.652 3.978
H 7.127 -0.661 4.561
H 5.926 -1.267 3.427
H 5.009 -0.136 5.365
H 4.358 0.390 3.847
H 6.799 2.553 3.528
H 5.968 3.655 4.581
H 5.331 3.891 2.295
H 3.948 3.643 3.355
H 2.592 2.053 3.064
H 3.125 0.542 2.292
H 2.497 1.844 1.295
C 2.064 -1.196 -7.386
O 2.519 -0.688 -6.150
C 2.235 0.667 -5.883
C 1.185 0.960 -4.817
O -0.094 0.373 -4.928
C -0.225 -1.032 -4.866
C 0.154 -1.760 -3.585
O 1.477 -1.637 -3.107
C 1.641 -0.803 -1.973
H 2.922 -1.460 -8.011
H 1.497 -2.115 -7.219
H 1.435 -0.482 -7.921
H 1.994 1.201 -6.808
H 3.160 1.110 -5.495
H 1.008 2.038 -4.875
H 1.590 0.793 -3.816
H 0.245 -1.491 -5.738
H -1.296 -1.221 -4.990
H 0.010 -2.822 -3.818
H -0.562 -1.513 -2.792
H 0.713 -0.295 -1.704
H 2.418 -0.057 -2.163
H 1.978 -1.402 -1.123